89
Properties=species:S:1:pos:R:3:forces:R:3 method="wB97M-V/def2-TZVPD" s_squared=2.01 fmax_ev_per_a=1.06 homo_ha="-0.211 / -0.271" spin_multiplicity=3 relative_energy_kj_mol=130.4 total_charge=0 e_lumo_ev="-0.08 / -0.34" homo_lumo_gap_ev="5.6676 / 7.0428"
Ti 0.342 0.095 0.233 0.271 -0.014 0.308
C 0.674 -1.116 2.178 0.114 -0.003 -0.025
C -0.355 -0.629 3.052 0.006 -0.060 -0.001
C -1.317 -1.622 3.169 0.000 0.118 0.061
C -0.915 -2.743 2.404 0.141 0.000 -0.085
C 0.306 -2.450 1.815 -0.095 -0.113 -0.014
H 1.710 -0.785 2.180 -0.021 0.013 0.044
H -0.363 0.323 3.563 -0.017 -0.004 0.005
H -2.226 -1.542 3.751 -0.021 -0.029 0.004
H -1.460 -3.668 2.288 -0.040 -0.001 0.022
H 0.902 -3.120 1.213 -0.011 0.040 -0.020
N -1.060 0.186 -2.916 0.021 -0.018 -0.030
C -1.097 1.407 -2.343 0.005 0.089 0.057
N -1.742 2.348 -3.015 -0.031 -0.043 -0.083
C -1.806 3.548 -2.415 0.008 -0.064 0.033
N -2.527 4.495 -3.059 0.008 0.068 0.028
N -1.258 3.866 -1.255 -0.042 0.058 -0.025
C -0.621 2.860 -0.633 0.057 -0.003 0.082
N -0.514 1.579 -1.126 -0.096 -0.012 -0.169
C -0.016 3.075 0.628 -0.004 -0.097 -0.082
C 0.062 4.346 1.234 0.021 0.044 0.107
C 0.717 4.485 2.422 -0.043 0.045 -0.063
C 1.303 3.339 3.017 0.033 -0.073 0.028
C 1.177 2.132 2.394 0.021 -0.032 -0.027
N 0.524 1.956 1.218 -0.164 0.144 0.053
H -1.384 0.178 -3.871 0.003 -0.008 0.002
H -0.280 -0.420 -2.678 -0.038 0.018 -0.008
H -2.793 4.319 -4.011 0.004 -0.022 0.008
H -2.456 5.440 -2.729 -0.008 -0.004 -0.016
H -0.397 5.178 0.721 0.003 0.008 0.013
H 0.794 5.451 2.902 -0.006 0.009 -0.006
H 1.833 3.402 3.957 0.003 -0.002 0.000
H 1.599 1.237 2.834 0.013 0.036 0.016
C 5.720 0.877 -2.884 0.047 -0.041 -0.005
C 4.607 0.726 -1.895 0.261 0.245 0.062
C 4.592 1.488 -0.721 -0.007 0.016 0.013
C 3.531 1.324 0.135 -0.330 -0.217 0.057
N 2.559 0.430 -0.111 0.441 0.089 -0.960
C 2.672 -0.261 -1.280 -0.478 -0.282 0.481
S 1.368 -1.393 -1.524 0.041 0.011 0.090
N 3.645 -0.137 -2.178 -0.076 -0.007 0.116
H 6.684 0.762 -2.387 0.015 -0.001 -0.013
H 5.701 1.873 -3.330 -0.029 0.007 0.004
H 5.626 0.133 -3.671 -0.017 0.002 0.001
H 5.381 2.194 -0.508 -0.010 0.013 0.028
H 3.427 1.909 1.041 0.018 0.016 0.019
C -8.497 0.150 -0.466 -0.011 0.005 0.000
C -7.511 -0.150 0.669 -0.007 -0.031 -0.010
C -7.564 0.990 1.691 0.024 -0.001 -0.001
C -7.972 -1.443 1.355 0.013 0.009 -0.011
C -6.077 -0.326 0.070 0.015 0.045 0.039
O -6.214 -1.253 -0.994 -0.011 -0.021 -0.022
C -5.515 1.032 -0.417 -0.062 0.024 0.021
C -4.514 1.015 -1.577 0.072 0.012 -0.059
C -5.109 0.723 -2.932 0.002 -0.016 0.010
C -4.656 -0.350 -3.691 -0.016 0.027 -0.003
C -5.187 -0.622 -4.943 0.004 0.002 0.023
C -6.184 0.197 -5.441 -0.027 0.016 -0.023
Cl -6.867 -0.133 -7.008 0.010 -0.007 -0.001
C -6.649 1.279 -4.713 0.017 -0.025 -0.005
C -6.105 1.535 -3.464 0.011 -0.007 0.009
C -5.141 -0.929 1.135 -0.039 0.029 0.064
N -3.775 -1.051 0.663 0.009 0.099 0.066
C -2.719 -0.294 0.931 -0.005 -0.031 0.005
N -1.689 -0.708 0.212 0.106 0.021 -0.145
C -2.182 -1.759 -0.491 -0.102 0.099 0.070
N -3.448 -1.996 -0.249 0.052 -0.116 -0.126
H -9.490 0.313 -0.044 -0.005 -0.003 0.014
H -8.548 -0.680 -1.166 0.000 -0.010 -0.013
H -8.229 1.046 -1.027 -0.005 0.001 -0.008
H -8.562 1.032 2.129 -0.016 -0.011 0.001
H -7.366 1.962 1.239 0.009 0.015 -0.009
H -6.860 0.846 2.513 0.001 0.008 0.014
H -9.036 -1.372 1.585 -0.011 0.002 -0.007
H -7.455 -1.620 2.300 0.012 0.001 0.009
H -7.822 -2.304 0.704 -0.004 -0.010 -0.007
H -5.352 -1.647 -1.191 -0.005 -0.013 0.004
H -5.055 1.543 0.434 0.011 -0.008 0.012
H -6.348 1.671 -0.715 0.017 -0.009 -0.001
H -3.694 0.318 -1.405 0.002 -0.012 -0.002
H -4.054 2.006 -1.622 -0.010 -0.006 0.034
H -3.877 -0.988 -3.288 0.012 -0.017 -0.014
H -4.838 -1.462 -5.527 0.008 -0.009 -0.003
H -7.425 1.910 -5.124 -0.007 0.012 0.005
H -6.462 2.386 -2.897 -0.016 0.019 -0.009
H -5.468 -1.928 1.410 -0.033 0.006 -0.030
H -5.119 -0.304 2.027 0.037 -0.021 -0.003
H -2.717 0.523 1.631 -0.008 0.003 0.001
H -1.590 -2.349 -1.170 -0.013 -0.008 0.000